# 1
The following is a quantum chemistry calculation of a structure of composition C6H6AsF6Hg, from the OMol25 dataset.

Geometry as XYZ:
```
20
Properties=species:S:1:pos:R:3:mulliken_charge:R:1
Hg -0.392 -0.411 -0.532 1.36
C 1.412 1.595 0.017 -0.25
C 0.856 2.577 0.803 -0.41
C 0.401 2.267 2.083 -0.17
C 0.505 0.973 2.602 -0.37
C 1.064 -0.027 1.845 -0.30
C 1.496 0.248 0.507 -0.88
H 1.823 1.824 -0.958 0.46
H 0.788 3.592 0.437 0.44
H -0.032 3.049 2.692 0.45
H 0.167 0.774 3.610 0.45
H 1.212 -1.018 2.254 0.44
H 2.262 -0.397 0.082 0.58
F -1.857 1.247 0.339 -0.48
As -3.324 0.168 0.080 1.97
F -4.147 1.440 -0.631 -0.38
F -3.742 0.454 1.684 -0.39
F -2.415 -0.186 -1.501 -0.55
F -2.113 -1.144 0.691 -0.57
F -4.423 -1.047 -0.255 -0.39
```

E	-3220.4075	hartree
gap between HOMO and LUMO	0.30525	hartree
molar mass	467.6	Da
lowest unoccupied orbital energy	-6.692	eV
charge	+1

---

# 2
The following is a quantum chemistry calculation of the molecule C6H6BNO4, from the OMol25 dataset.

Geometry as XYZ:
```
18
Properties=species:S:1:pos:R:3:mulliken_charge:R:1
O -0.525 -0.396 -3.389 -0.52
N 0.372 -0.988 -2.784 0.84
O 1.269 -1.626 -3.371 -0.54
C 0.374 -0.891 -1.346 0.34
C 0.651 -1.995 -0.542 -0.41
C 0.602 -1.855 0.814 -0.55
C 0.168 -0.679 1.347 -0.41
C -0.130 0.414 0.587 -0.05
B -0.571 1.781 1.274 0.67
O -0.696 1.805 2.657 -0.51
O -0.821 2.859 0.392 -0.54
C -0.061 0.307 -0.786 -0.35
H 0.893 -2.957 -1.011 0.37
H 0.799 -2.717 1.426 0.39
H 0.029 -0.620 2.431 0.37
H -0.968 2.676 2.948 0.25
H -1.055 3.732 0.779 0.26
H -0.329 1.149 -1.425 0.39
```

E	-612.8257	hartree
gap between HOMO and LUMO	0.35591	hartree
molar mass	166.9	Da
lowest unoccupied orbital energy	-0.301	eV
relative energy (zero: lowest compared OMol25 entry of this formula, charge and spin)	0.00	kcal per mole
structure (SMILES)	O=[N+]([O-])c1cccc(B(O)O)c1

---

# 3
The following is a quantum chemistry calculation of a cluster of 2 separate species, C6H6BrF3 in total, from the OMol25 dataset.

Geometry as XYZ:
```
16
Properties=species:S:1:pos:R:3:mulliken_charge:R:1
F -2.047 -1.373 0.915 -0.21
C -2.066 -1.111 -0.398 0.51
F -1.989 -2.188 -1.226 -0.24
C -2.186 0.108 -0.914 0.27
F -2.254 0.305 -2.184 -0.25
Br -2.493 1.627 0.088 -0.09
C 1.011 1.820 -0.524 -0.91
C 1.122 0.885 0.439 0.06
C 1.368 -0.524 0.213 -0.03
C 1.713 -1.284 1.259 -0.85
H 0.558 2.832 -0.295 0.24
H 1.216 1.867 -1.540 0.34
H 0.933 1.086 1.486 0.21
H 1.616 -0.775 -0.783 0.39
H 1.603 -0.930 2.209 0.28
H 1.897 -2.346 1.255 0.28
```

E	-3105.7101	hartree
gap between HOMO and LUMO	0.34927	hartree
molar mass	215.0	Da
lowest unoccupied orbital energy	0.621	eV
relative energy (zero: lowest compared OMol25 entry of this formula, charge and spin)	23.09	kcal per mole
structure (SMILES)	FC(F)=C(F)Br.C=CC=C